No. 1
ORCA calculation (the ωB97M-V functional and the def2-TZVPD basis) on a molecular structure, C45H58ClN7O3STaTe.

Properties
Total charge: +2
Largest force on an atom: 0.7 eV Å⁻¹
Expectation value of S²: 0.757
Frontier orbital gap (alpha / beta): 7.183 / 5.181 eV
Highest occupied orbital energy (alpha / beta): -12.84 / -12.84 eV
Energy above the lowest of the compared OMol25 structures with the same formula, charge and spin: 0.000 eV
Spin multiplicity: 2
E_tot: -96372.1699 eV

Each line ends with the Löwdin spin population.
Cartesian coordinates (Å):
Ta -1.74752 -0.87473 -0.05134  0.000
C -3.47379 0.27425 -3.07147  0.000
C -2.38177 -0.77287 -3.21293  0.000
N -1.26795 -0.59658 -2.24698  0.000
C -0.19691 0.31477 -2.77053  0.000
C -0.54188 1.71686 -3.24780  0.000
N -0.87771 2.59462 -2.14885  0.000
C -1.16479 3.98769 -2.49052  0.000
C -2.66022 4.25651 -2.62501  0.000
C -3.43285 4.03119 -1.32791  0.000
N -3.51650 2.61240 -0.99909  0.000
C -4.26525 2.33067 0.20571  0.000
C -4.61693 0.83775 0.35973  0.000
N -3.93805 -0.12782 -0.58188  0.000
C -4.47942 -0.03448 -1.98750  0.000
H -4.03467 0.30817 -4.00887  0.000
H -3.05787 1.26016 -2.89577  0.000
H -1.96078 -0.75353 -4.22150  0.000
H -2.79453 -1.77412 -3.05926  0.000
H -0.73152 -1.50280 -2.29248  0.000
H 0.25229 -0.21751 -3.61508  0.000
H 0.55995 0.39038 -1.98751  -0.001
H -1.35393 1.69853 -3.97756  0.000
H 0.34467 2.06682 -3.80241  0.000
H -0.17542 2.50909 -1.43047  0.000
H -0.64279 4.28905 -3.40894  0.000
H -0.77339 4.61922 -1.68679  0.000
H -3.08696 3.62719 -3.41178  0.000
H -2.79552 5.29300 -2.94131  0.000
H -4.45208 4.40947 -1.43893  0.000
H -2.96446 4.62109 -0.52086  0.000
H -2.57259 2.24110 -0.96244  0.000
H -5.20242 2.88722 0.14182  0.000
H -3.76667 2.68374 1.12109  0.000
H -5.68856 0.69357 0.21349  0.000
H -4.37898 0.49572 1.36307  0.000
H -4.33317 -1.00069 -0.24009  0.000
H -5.24691 0.73583 -1.99411  0.000
H -4.95566 -0.99409 -2.20504  0.000
C -2.19246 -8.32216 3.30403  0.000
C -2.42404 -7.09870 2.46772  0.000
C -1.69378 -5.92937 2.68955  0.000
C -1.91339 -4.79645 1.92985  0.000
C -2.88416 -4.84370 0.93344  0.000
C -3.63293 -5.99137 0.68881  0.000
C -3.39343 -7.11059 1.46271  0.000
S -3.14784 -3.44836 -0.05094  0.000
O -4.30408 -3.63751 -0.86875  0.000
O -3.20268 -2.25597 0.87507  0.000
N -1.84243 -2.96464 -0.86952  0.000
C -0.95893 -3.80433 -1.59018  0.000
C -0.95618 -5.19788 -1.53350  0.000
C -0.00837 -5.87722 -2.27544  0.000
C 0.91090 -5.17461 -3.04370  0.000
C 0.82989 -3.79970 -3.03887  0.000
N -0.08501 -3.13192 -2.33020  0.000
H -1.35262 -8.19098 3.98274  0.000
H -1.99809 -9.19074 2.67430  0.000
H -3.07933 -8.54645 3.89872  0.000
H -0.95060 -5.91032 3.47609  0.000
H -1.34948 -3.88992 2.10638  0.000
H -4.38852 -5.99008 -0.08467  0.000
H -3.97332 -8.00904 1.29327  0.000
H -1.66715 -5.74690 -0.93885  0.000
H 0.00845 -6.95867 -2.25017  0.000
H 1.66063 -5.68072 -3.63358  0.000
H 1.51052 -3.19473 -3.62520  0.000
C 7.45356 3.88514 -1.94900  0.004
C 6.30140 3.10561 -1.38642  0.020
C 5.01505 3.62154 -1.38348  -0.002
C 3.93829 2.90407 -0.87168  0.020
C 2.58159 3.55870 -0.88737  0.026
C 4.18759 1.63581 -0.33932  0.046
Te 2.57384 0.51210 0.37267  0.622
N -0.74185 0.79166 0.12765  0.017
C -1.33912 1.03575 1.27474  0.003
O -2.18429 0.08567 1.68508  0.003
C -1.17757 2.23124 2.09784  0.001
C -0.53592 3.34994 1.56475  0.001
C -0.39434 4.49147 2.33194  0.000
C -0.88083 4.50884 3.63545  0.000
C -1.51635 3.39518 4.16915  0.000
C -1.67447 2.25373 3.40015  0.000
C 3.29723 0.14847 2.28708  0.051
C 3.36727 -1.19236 2.67603  0.033
C 3.96000 -1.52179 3.87887  -0.001
C 4.46262 -0.50992 4.68884  0.029
C 4.35483 0.81683 4.30629  -0.002
C 3.76199 1.18752 3.10039  0.023
C 3.63937 2.65201 2.77684  0.011
C 5.47876 1.07325 -0.32899  0.019
C 5.78508 -0.29342 0.22275  0.015
C 6.50839 1.82983 -0.85940  0.001
H 7.13654 4.85843 -2.31697  0.000
H 7.91695 3.34015 -2.77238  0.001
H 8.22114 4.03733 -1.18916  0.001
H 4.83923 4.61221 -1.78747  0.000
H 2.59120 4.45931 -0.26990  0.002
H 1.79355 2.91114 -0.49299  0.021
H 2.30422 3.85570 -1.89945  0.000
H -0.18414 3.31735 0.54163  0.000
H 0.08315 5.37130 1.92125  0.000
H -0.76930 5.40139 4.23698  0.000
H -1.89272 3.42003 5.18259  0.000
H -2.17345 1.38043 3.79781  0.000
H 2.98187 -1.97267 2.03148  0.004
H 4.03479 -2.55669 4.18284  -0.001
H 4.92774 -0.75668 5.63387  0.002
H 4.72551 1.59476 4.96275  0.000
H 3.30835 3.19488 3.66158  0.001
H 2.92045 2.85469 1.98246  0.009
H 4.60298 3.06369 2.47029  0.001
H 5.03843 -1.03845 -0.06599  0.011
H 5.82787 -0.27442 1.31271  0.000
H 6.74655 -0.64167 -0.14807  0.001
H 7.50795 1.41017 -0.87297  0.000
Cl 0.14092 -1.84302 1.11531  0.006

***

No. 2
ORCA calculation (the ωB97M-V functional and the def2-TZVPD basis) on 13 unconnected molecules or ions with the total composition C45H58N12O6S in a non-equilibrium geometry.

Properties
Total charge: -2
Largest force on an atom: 16.1 eV Å⁻¹
Frontier orbital gap: 7.478 eV
Highest occupied orbital energy: -3.47 eV
Energy above the lowest of the compared OMol25 structures with the same formula, charge and spin: 3.325 eV
Spin multiplicity: 1
E_tot: -88582.9676 eV

Each line ends with the Löwdin charge.
Cartesian coordinates (Å):
S 26.27100 1.69900 51.04100  0.315
O 26.61400 0.87100 49.89400  -0.366
O 24.90100 1.74300 51.25500  -0.311
O 27.01600 1.13600 52.23600  -0.373
O 26.88300 2.98000 50.71800  -0.359
N 27.31300 4.29500 48.50700  -0.019
C 27.26900 3.50900 47.37700  -0.068
C 27.62000 4.52100 46.22600  -0.042
C 27.77400 5.88500 46.91900  -0.052
C 27.51200 5.67700 48.42200  -0.066
H 27.20900 3.79700 49.41600  0.051
H 27.20100 2.51500 47.27100  0.038
H 27.43900 4.36300 45.21800  0.012
H 27.86300 6.84800 46.48200  0.034
H 27.45300 6.45000 48.91100  -0.031
N 29.02000 0.71000 48.66200  -0.016
C 29.96300 1.75400 48.66500  -0.093
C 31.18600 1.41300 47.82700  -0.058
C 30.95500 -0.05500 47.37100  -0.097
C 29.59500 -0.39200 48.02200  -0.185
H 28.02900 0.62600 49.07000  0.089
H 29.65400 2.56200 49.24200  0.060
H 31.86200 2.10300 47.66500  -0.012
H 31.57500 -0.78900 46.56800  0.110
H 29.08600 -1.45900 48.07900  0.114
N 25.37700 -0.67700 47.69500  -0.022
C 24.09200 -1.13900 47.59900  -0.087
C 23.88200 -1.67300 46.16200  -0.061
C 25.15400 -1.66100 45.51700  -0.022
C 26.17200 -1.00900 46.57800  -0.030
H 25.90800 -0.43000 48.53500  0.073
H 23.53700 -0.99500 48.45600  0.055
H 22.89600 -1.93500 45.83300  0.060
H 25.42000 -1.92100 44.69900  -0.054
H 27.07200 -0.53900 46.57800  0.029
N 23.13200 -1.17700 51.55900  -0.029
C 22.17300 -1.05500 52.56900  -0.058
C 21.22300 -2.27000 52.26900  -0.058
C 21.85700 -2.99800 51.11200  -0.082
C 23.15100 -2.34300 50.86800  -0.148
H 23.88600 -0.55200 51.32900  0.115
H 22.36200 -0.34000 53.30000  0.062
H 20.39100 -2.48200 52.99700  0.065
H 21.44800 -3.75500 50.45200  0.064
H 23.61600 -2.56000 50.00100  0.034
N 23.50400 2.76000 53.29700  -0.041
C 22.53500 3.73800 53.29400  -0.156
C 22.11100 4.01000 54.70600  -0.045
C 23.05400 3.11500 55.61900  0.010
C 23.91300 2.39300 54.48900  -0.114
H 23.94900 2.59500 52.33200  0.111
H 22.30200 4.24900 52.37800  0.066
H 21.30900 4.60100 54.97200  0.016
H 23.05700 3.07300 56.63000  -0.004
H 24.72200 1.71600 54.58500  0.071
N 28.32200 4.67700 55.03500  -0.035
C 27.65400 3.52500 55.27300  -0.130
C 27.13300 3.69800 56.68700  -0.075
C 27.84100 4.95600 57.25800  -0.048
C 28.61400 5.54100 56.07600  -0.061
H 28.90500 4.72600 54.17400  0.090
H 27.37000 2.49500 54.65800  0.143
H 26.58900 3.09200 57.35700  0.035
H 27.58300 5.29900 58.22600  0.030
H 29.10200 6.31900 56.03600  -0.011
N 29.18400 0.37900 52.99700  0.010
C 29.90600 -0.69900 52.30700  -0.109
C 31.25200 -0.74800 52.73100  -0.112
C 31.33100 0.34700 53.75100  -0.093
C 29.98100 0.90600 53.97500  -0.128
H 28.29200 0.61400 52.75200  -0.053
H 29.37500 -1.27100 51.39000  0.130
H 32.12900 -1.21100 52.23500  0.083
H 32.22900 0.56800 54.18200  0.020
H 29.63900 1.62100 54.74900  0.089
N 26.44100 -0.97700 54.42800  -0.062
C 25.34300 -1.85300 54.36000  -0.091
C 25.26900 -2.48900 55.86300  -0.060
C 26.29900 -1.70500 56.69700  -0.117
C 26.93900 -0.78200 55.74000  -0.163
H 26.70600 -0.27500 53.55200  0.155
H 24.77400 -2.27400 53.43100  0.101
H 24.70300 -3.34000 56.13800  0.017
H 26.46000 -1.71300 57.83200  0.081
H 27.58700 0.11200 55.94200  0.092
N 26.62300 -2.62400 50.25000  -0.054
C 26.88900 -3.06100 51.44200  -0.194
C 26.75300 -4.59500 51.46300  -0.065
C 26.56400 -4.87900 49.92500  -0.111
C 26.23100 -3.58900 49.24400  -0.121
H 26.44300 -1.52800 49.95500  0.175
H 27.24900 -2.39300 52.23400  0.086
H 27.15800 -5.46700 52.23100  0.108
H 26.59300 -5.80300 49.17400  0.096
H 26.12700 -3.46700 48.22100  0.045
N 23.00500 2.46700 49.73300  -0.027
C 23.07300 2.87000 48.47000  -0.158
C 21.69800 3.31000 48.06400  -0.128
C 20.79700 3.07000 49.16900  -0.122
C 21.65800 2.55100 50.22000  -0.133
H 23.82500 2.18200 50.41000  0.063
H 24.14200 2.84800 48.04900  0.128
H 21.56300 3.75800 47.02600  0.081
H 19.71600 3.13200 49.12400  0.068
H 21.38900 2.09400 51.20900  0.098
N 28.62200 4.74300 51.70500  -0.050
C 29.78400 4.11200 52.11100  -0.080
C 30.64200 5.25800 52.67600  -0.049
C 29.81900 6.52800 52.39900  -0.085
C 28.52000 6.19000 51.76700  -0.053
H 27.82400 4.00600 51.46800  0.105
H 29.70500 3.09100 52.09200  0.059
H 31.53800 5.18300 53.17300  0.023
H 30.11500 7.46600 52.68800  0.024
H 27.74700 6.69500 51.21600  0.068
C 24.33600 5.54900 50.58400  0.069
N 24.58100 7.02800 50.76100  -0.431
O 24.43600 7.46000 51.93900  0.017
O 25.15000 7.60100 49.87500  0.054
H 23.67900 5.56900 49.80600  0.061
H 24.11700 5.04000 51.58300  0.101
H 25.43900 5.26800 50.49400  0.107